[1]
Formula: C48H55N8O15PS
Source: the Open Molecules 2025 dataset
Level of theory: the ωB97M-V functional and the def2-TZVPD basis

Atoms and positions in Å:
C (1.0299, 1.4004, 2.2095)
C (2.2761, 0.5097, 2.3634)
C (3.2580, 0.7781, 1.2326)
C (4.3920, -0.2333, 1.1106)
C (5.4635, 0.2109, 0.0997)
C (4.7493, 0.5496, -1.2033)
C (5.5618, 0.5739, -2.4938)
C (4.6072, 0.6082, -3.6974)
C (4.0678, 1.9879, -3.9521)
C (2.9394, 2.5154, -3.4181)
C (2.0914, 1.6428, -2.5234)
C (0.6841, 1.3134, -3.0825)
C (0.5863, -0.1045, -3.6575)
N (-0.0559, -1.0497, -2.7263)
C (2.5493, 3.9102, -3.6943)
P (1.0727, 4.6102, -2.8877)
O (-0.1891, 4.2862, -3.5635)
O (1.2245, 6.1894, -2.7348)
O (1.0405, 4.1124, -1.3688)
C (3.2625, 4.6943, -4.5695)
C (2.9464, 6.0841, -5.0925)
O (2.0112, 6.0400, -6.1530)
O (0.6996, 6.0553, -5.5847)
C (4.4387, 4.1199, -5.1308)
N (5.2622, 4.7303, -5.9937)
S (6.4220, 3.6995, -6.3254)
N (5.9776, 2.4399, -5.4376)
C (4.8480, 2.8033, -4.8188)
H (1.2337, 2.2819, 1.5996)
H (0.6773, 1.7560, 3.1769)
H (0.2189, 0.8639, 1.7223)
H (2.7257, 0.6718, 3.3424)
H (1.9648, -0.5331, 2.2859)
H (3.6701, 1.7915, 1.3129)
H (2.6550, 0.7652, 0.3210)
H (4.8157, -0.4741, 2.0862)
H (3.9650, -1.1541, 0.6990)
H (5.9782, 1.0861, 0.5030)
H (6.1702, -0.6071, -0.0437)
H (4.2688, 1.5229, -1.1047)
H (3.9786, -0.2161, -1.3355)
H (6.2375, -0.2788, -2.5610)
H (6.1788, 1.4762, -2.5118)
H (3.8162, -0.1270, -3.5547)
H (5.1590, 0.2902, -4.5803)
H (2.0033, 2.0856, -1.5387)
H (2.5938, 0.6926, -2.3759)
H (-0.0298, 1.4175, -2.2674)
H (0.4475, 2.0044, -3.8853)
H (1.5657, -0.4770, -3.9677)
H (-0.0039, -0.0500, -4.5756)
H (0.5744, -1.8061, -2.4984)
H (-0.2606, -0.5756, -1.8548)
H (2.0531, 6.4836, -2.3384)
H (1.9157, 4.0190, -0.9724)
H (2.6427, 6.8004, -4.3373)
H (3.8445, 6.4726, -5.5650)
H (0.4154, 5.1292, -5.6341)
C (-4.5832, 2.2109, -3.4313)
C (-3.4941, 1.3803, -3.2039)
C (-3.6913, 0.0397, -2.9071)
C (-4.9858, -0.4402, -2.8454)
C (-6.0851, 0.3695, -3.0657)
C (-5.8758, 1.7069, -3.3604)
N (-5.2053, -1.8658, -2.5404)
O (-4.2296, -2.5532, -2.3236)
O (-6.3523, -2.2670, -2.5209)
H (-4.4243, 3.2557, -3.6650)
H (-2.4879, 1.7757, -3.2586)
H (-2.8463, -0.6119, -2.7280)
H (-7.0834, -0.0369, -3.0076)
H (-6.7228, 2.3558, -3.5359)
C (-2.0168, 7.2352, -4.1135)
C (-2.8919, 6.2163, -4.4644)
C (-4.0986, 6.5160, -5.0758)
C (-4.4041, 7.8414, -5.3247)
C (-3.5499, 8.8727, -4.9803)
C (-2.3463, 8.5599, -4.3686)
N (-5.6793, 8.1649, -5.9868)
O (-6.4228, 7.2440, -6.2604)
O (-5.9142, 9.3331, -6.2210)
H (-1.0764, 6.9857, -3.6418)
H (-2.6215, 5.1885, -4.2603)
H (-4.7906, 5.7362, -5.3567)
H (-3.8200, 9.8970, -5.1875)
H (-1.6633, 9.3521, -4.0943)
C (-3.0850, -3.8662, 2.2070)
C (-3.5366, -2.5832, 1.9239)
C (-2.7170, -1.6893, 1.2562)
C (-1.4530, -2.1068, 0.8808)
C (-0.9818, -3.3755, 1.1547)
C (-1.8097, -4.2596, 1.8252)
N (-0.5814, -1.1692, 0.1626)
O (-0.9984, -0.0448, -0.0406)
O (0.5178, -1.5589, -0.1819)
H (-3.7299, -4.5612, 2.7279)
H (-4.5294, -2.2778, 2.2230)
H (-3.0529, -0.6886, 1.0306)
H (0.0119, -3.6721, 0.8562)
H (-1.4574, -5.2572, 2.0505)
C (1.9461, -8.1798, 5.1247)
C (2.4497, -7.2766, 4.1967)
C (1.9119, -6.0029, 4.1037)
C (0.8743, -5.6620, 4.9517)
C (0.3565, -6.5471, 5.8787)
C (0.8995, -7.8183, 5.9651)
N (0.3043, -4.3066, 4.8672)
O (0.7584, -3.5548, 4.0285)
O (-0.5924, -4.0206, 5.6348)
H (2.3740, -9.1709, 5.1971)
H (3.2646, -7.5615, 3.5455)
H (2.2918, -5.2889, 3.3886)
H (-0.4556, -6.2503, 6.5253)
H (0.5061, -8.5198, 6.6831)
C (-4.0442, -6.3735, 11.1860)
C (-3.0365, -6.7672, 12.0567)
C (-1.8971, -7.3848, 11.5680)
C (-1.7924, -7.5935, 10.2055)
C (-2.7842, -7.2144, 9.3201)
C (-3.9194, -6.5992, 9.8215)
N (-0.5758, -8.2329, 9.6799)
O (0.2748, -8.5742, 10.4704)
O (-0.4907, -8.3775, 8.4724)
H (-4.9301, -5.8875, 11.5723)
H (-3.1361, -6.5913, 13.1186)
H (-1.1051, -7.6964, 12.2319)
H (-2.6731, -7.3953, 8.2618)
H (-4.7056, -6.2937, 9.1455)

HOMO energy (eV): -8.9
Gap between HOMO and LUMO (eV): 7.85
E (eV): -113411.8837



[2]
Formula: C48H56AlN4O2S
Source: the Open Molecules 2025 dataset
Level of theory: the ωB97M-V functional and the def2-TZVPD basis

Atoms and positions in Å:
Al (0.8191, 0.4573, -0.1414)
C (3.7814, 0.5483, 5.4497)
C (2.4214, -0.1084, 5.2031)
C (1.7115, 0.4504, 4.0172)
C (0.6703, 1.3345, 4.0123)
C (0.0528, 2.0459, 5.1661)
C (0.6686, 3.4376, 5.3262)
C (0.2864, 1.5038, 2.6379)
C (-0.8128, 2.2289, 2.2363)
C (-1.1819, 2.4355, 0.9273)
C (-2.2234, 3.3393, 0.5268)
C (-3.0987, 4.1060, 1.4574)
C (-4.2962, 3.2896, 1.9517)
C (-2.1808, 3.3950, -0.8367)
C (-1.1352, 2.5004, -1.2456)
C (-0.7423, 2.3275, -2.5529)
C (0.2722, 1.4873, -2.9501)
N (0.9734, 0.6484, -2.1220)
C (1.7757, -0.0806, -2.9634)
C (2.5972, -1.1092, -2.5631)
C (2.8648, -1.4125, -1.2455)
N (2.3960, -0.7162, -0.1635)
C (3.0018, -1.2852, 0.9273)
C (2.8401, -0.8696, 2.2333)
C (1.9565, 0.1072, 2.6411)
N (1.0997, 0.7807, 1.8088)
C (3.8277, -2.3901, 0.5276)
C (3.7265, -2.4790, -0.8313)
C (4.3649, -3.4552, -1.7589)
C (5.6169, -2.8655, -2.4100)
C (4.5475, -3.3159, 1.4458)
C (3.6122, -4.4342, 1.9126)
C (1.6102, 0.3290, -4.3312)
C (0.6777, 1.3264, -4.3191)
C (0.1264, 2.0768, -5.4858)
C (-1.1285, 1.3918, -6.0324)
C (2.3418, -0.2293, -5.5090)
C (3.7743, 0.3050, -5.6236)
N (-0.5415, 1.9069, -0.1624)
C (-2.9976, 4.2443, -1.7488)
C (-4.1922, 3.4953, -2.3430)
H (4.2429, 0.1153, 6.3333)
H (3.6695, 1.6180, 5.6052)
H (4.4472, 0.4037, 4.6038)
H (1.7891, 0.0432, 6.0802)
H (2.5548, -1.1851, 5.0716)
H (0.2181, 1.4753, 6.0804)
H (-1.0253, 2.1379, 5.0223)
H (1.7266, 3.3548, 5.5592)
H (0.1778, 3.9773, 6.1314)
H (0.5652, 4.0087, 4.4069)
H (-1.4100, 2.6930, 3.0020)
H (-3.4752, 4.9932, 0.9476)
H (-2.5132, 4.4342, 2.3187)
H (-4.9412, 3.0100, 1.1212)
H (-4.8825, 3.8783, 2.6553)
H (-3.9642, 2.3791, 2.4445)
H (-1.2627, 2.8827, -3.3154)
H (3.0775, -1.6931, -3.3306)
H (3.4048, -1.3813, 2.9975)
H (3.6506, -3.7460, -2.5332)
H (4.6345, -4.3532, -1.2040)
H (5.3753, -1.9706, -2.9769)
H (6.0631, -3.5919, -3.0830)
H (6.3437, -2.5963, -1.6487)
H (4.9287, -2.7736, 2.3112)
H (5.3971, -3.7552, 0.9232)
H (2.7591, -4.0248, 2.4489)
H (4.1438, -5.1152, 2.5703)
H (3.2417, -4.9982, 1.0599)
H (0.8800, 2.1315, -6.2736)
H (-0.1159, 3.0979, -5.1896)
H (-0.8911, 0.3919, -6.3854)
H (-1.5350, 1.9625, -6.8615)
H (-1.8914, 1.3104, -5.2618)
H (1.7957, 0.0302, -6.4180)
H (2.3687, -1.3207, -5.4439)
H (3.7757, 1.3867, -5.7315)
H (4.2604, -0.1247, -6.4958)
H (4.3630, 0.0528, -4.7455)
H (-2.3654, 4.6134, -2.5572)
H (-3.3638, 5.1128, -1.1999)
H (-3.8631, 2.6281, -2.9109)
H (-4.7468, 4.1548, -3.0056)
H (-4.8645, 3.1547, -1.5591)
O (-2.5812, -0.3347, 1.0884)
S (-3.2035, -0.7057, -0.2332)
C (-4.9695, -0.4023, -0.0727)
C (-5.6022, -0.3085, 1.1509)
C (-6.9397, 0.0463, 1.1869)
C (-7.6234, 0.3095, 0.0109)
C (-6.9849, 0.1863, -1.2142)
C (-5.6478, -0.1664, -1.2578)
C (-3.2068, -2.5308, -0.1634)
C (-3.2667, -3.2344, -1.3545)
C (-3.1758, -4.6162, -1.3263)
C (-3.0174, -5.2812, -0.1196)
C (-2.9329, -4.5636, 1.0626)
C (-3.0203, -3.1811, 1.0450)
H (-5.0484, -0.4794, 2.0590)
H (-7.4392, 0.1363, 2.1365)
H (-8.6522, 0.6307, 0.0455)
H (-7.5139, 0.3900, -2.1335)
H (-5.1185, -0.2376, -2.1977)
H (-3.3805, -2.7052, -2.2905)
H (-3.2303, -5.1757, -2.2466)
H (-2.9617, -6.3593, -0.1018)
H (-2.8033, -5.0795, 1.9997)
H (-2.9398, -2.6062, 1.9560)
O (-0.3457, -0.9264, 0.1693)
H (-1.1896, -0.6112, 0.6912)
H (-0.3837, -1.8776, 0.0545)

Net charge: +1
HOMO energy (eV): -9.1
Gap between HOMO and LUMO (eV): 5.79
E (eV): -78174.5991



[3]
Formula: C48H56BiN5O7PS3Sb
Source: the Open Molecules 2025 dataset
Level of theory: the ωB97M-V functional and the def2-TZVPD basis

Atoms and positions in Å:
Bi (1.7482, 1.3781, 0.3756)
C (-0.4907, 3.4268, 3.6928)
C (0.2886, 2.3058, 3.0567)
O (1.0255, 2.6627, 2.0799)
C (0.1745, 1.0236, 3.5592)
C (0.8284, -0.1405, 3.0824)
C (0.7429, -1.3738, 3.9403)
N (1.5035, -0.2160, 1.9612)
N (2.0819, -1.4518, 1.6992)
C (2.6859, -1.4998, 0.5535)
O (2.8015, -0.5266, -0.2882)
C (3.2498, -2.8215, 0.1569)
C (3.4899, -3.0795, -1.1881)
C (3.9712, -4.3188, -1.5872)
C (4.2268, -5.3042, -0.6439)
C (3.9984, -5.0450, 0.7032)
C (3.5107, -3.8105, 1.1021)
H (0.1514, 4.3048, 3.7682)
H (-0.8763, 3.1584, 4.6758)
H (-1.3260, 3.6717, 3.0323)
H (-0.4515, 0.8910, 4.4303)
H (0.1073, -1.1881, 4.8046)
H (1.7420, -1.6617, 4.2699)
H (0.3575, -2.2096, 3.3563)
H (3.2900, -2.3038, -1.9172)
H (4.1418, -4.5089, -2.6398)
H (4.6036, -6.2717, -0.9553)
H (4.2012, -5.8097, 1.4443)
H (3.3157, -3.5944, 2.1439)
O (-2.0563, 2.4356, -1.4094)
S (-1.3788, 1.1745, -1.1415)
O (-2.2582, 0.0140, -1.0251)
O (-0.6016, 1.2559, 0.1507)
O (-0.3473, 0.9321, -2.2172)
S (4.2385, 1.9146, 1.4369)
C (3.8577, 3.0619, 2.7203)
C (3.7837, 4.4355, 2.4741)
C (3.4541, 5.3284, 3.4826)
C (3.1908, 4.8732, 4.7685)
C (3.2661, 3.5103, 5.0287)
C (3.5988, 2.6189, 4.0205)
H (3.9689, 4.7897, 1.4673)
H (3.3895, 6.3876, 3.2588)
H (2.9208, 5.5694, 5.5540)
H (3.0517, 3.1353, 6.0236)
H (3.6345, 1.5547, 4.2192)
O (0.3189, -1.8581, -0.4809)
P (-0.8499, -2.7470, -0.3468)
N (-0.4321, -4.3251, 0.0977)
C (0.5689, -4.9638, -0.7720)
C (1.8203, -5.0700, 0.0918)
C (1.2246, -5.3846, 1.4621)
C (-0.0204, -4.4911, 1.5060)
N (-1.6055, -3.0576, -1.7886)
C (-2.6612, -4.0225, -2.0341)
C (-2.4409, -4.3857, -3.5077)
C (-1.8404, -3.1030, -4.1282)
C (-1.5802, -2.1610, -2.9355)
N (-1.8967, -2.3380, 0.8793)
C (-1.5665, -1.1977, 1.7677)
C (-2.8941, -0.4858, 2.0011)
C (-3.9124, -1.6151, 1.8532)
C (-3.3497, -2.4156, 0.6818)
H (0.7303, -4.3713, -1.6723)
H (0.2224, -5.9604, -1.0798)
H (2.3205, -4.0970, 0.1162)
H (2.5301, -5.8191, -0.2637)
H (1.9061, -5.1724, 2.2868)
H (0.9405, -6.4401, 1.5184)
H (0.2338, -3.5259, 1.9561)
H (-0.8281, -4.9260, 2.0996)
H (-3.6515, -3.5630, -1.9085)
H (-2.5816, -4.8697, -1.3537)
H (-3.3611, -4.7111, -3.9967)
H (-1.7209, -5.2040, -3.5699)
H (-2.5103, -2.6332, -4.8496)
H (-0.9124, -3.3388, -4.6515)
H (-2.3494, -1.3911, -2.8492)
H (-0.6197, -1.6658, -2.9797)
H (-0.8211, -0.5490, 1.3128)
H (-1.1772, -1.5909, 2.7175)
H (-3.0415, 0.2543, 1.2185)
H (-2.9272, 0.0073, 2.9743)
H (-4.9283, -1.2667, 1.6592)
H (-3.9269, -2.2373, 2.7551)
H (-3.6357, -1.9419, -0.2619)
H (-3.6916, -3.4558, 0.6850)
S (3.6949, -0.3304, -4.7240)
Sb (1.5315, 0.2282, -3.2827)
C (2.2111, 2.2181, -2.8255)
C (3.5585, 2.4466, -2.5601)
C (4.0030, 3.6987, -2.1530)
C (3.1001, 4.7400, -2.0081)
C (1.7516, 4.5237, -2.2668)
C (1.3051, 3.2720, -2.6704)
C (4.4412, 1.1187, -5.4039)
C (5.6786, 1.5647, -4.9320)
C (6.2781, 2.6986, -5.4594)
C (5.6538, 3.4191, -6.4687)
C (4.4254, 2.9833, -6.9489)
C (3.8294, 1.8440, -6.4296)
C (0.5059, 0.7365, -5.1189)
C (0.4333, 2.0101, -5.6732)
C (-0.1475, 2.2136, -6.9197)
C (-0.6683, 1.1439, -7.6335)
C (-0.6135, -0.1317, -7.0874)
C (-0.0317, -0.3267, -5.8426)
H (4.2673, 1.6294, -2.6288)
H (5.0498, 3.8438, -1.9190)
H (3.4405, 5.7122, -1.6714)
H (1.0341, 5.3234, -2.1256)
H (0.2448, 3.1006, -2.8076)
H (6.1553, 1.0158, -4.1288)
H (7.2336, 3.0289, -5.0675)
H (6.1167, 4.3115, -6.8727)
H (3.9225, 3.5369, -7.7340)
H (2.8738, 1.5062, -6.8067)
H (0.8406, 2.8583, -5.1371)
H (-0.1883, 3.2146, -7.3346)
H (-1.1152, 1.3029, -8.6082)
H (-1.0212, -0.9762, -7.6317)
H (0.0091, -1.3312, -5.4336)

Energy relative to the best compared isomer or geometry (same formula, charge and spin) (kJ/mol): 348.8
Net charge: -2
HOMO energy (eV): -2.5
Gap between HOMO and LUMO (eV): 6.66
E (eV): -126643.1470



[4]
Formula: C48H56N3O4P2S2SeSiTi
Source: the Open Molecules 2025 dataset
Level of theory: the ωB97M-V functional and the def2-TZVPD basis

Atoms and positions in Å:
Ti (0.9818, 0.2652, -0.3293)
N (1.1514, -2.6614, 0.6356)
P (0.0944, -1.5861, 1.4228)
C (-1.4163, -2.6214, 1.4975)
C (-1.5934, -3.6204, 2.4532)
C (-2.7151, -4.4343, 2.4055)
C (-3.6627, -4.2613, 1.4057)
C (-3.4875, -3.2714, 0.4501)
C (-2.3698, -2.4530, 0.4961)
C (0.6120, -1.6932, 3.1773)
C (1.7926, -2.3038, 3.5796)
C (2.1802, -2.2595, 4.9101)
C (1.3978, -1.5974, 5.8448)
C (0.2072, -1.0027, 5.4511)
C (-0.1862, -1.0551, 4.1242)
P (2.0965, -2.1044, -0.6725)
C (3.6260, -3.0349, -0.2605)
C (3.9797, -4.2690, -0.7996)
C (5.1197, -4.9196, -0.3476)
C (5.9131, -4.3488, 0.6354)
C (5.5735, -3.1114, 1.1654)
C (4.4414, -2.4538, 0.7141)
C (1.4377, -3.1066, -2.0578)
C (0.2532, -3.8205, -1.9343)
C (-0.2306, -4.5620, -3.0053)
C (0.4632, -4.5857, -4.2036)
C (1.6477, -3.8710, -4.3351)
C (2.1299, -3.1310, -3.2700)
H (1.2625, -3.6103, 0.9740)
H (-0.8608, -3.7544, 3.2384)
H (-2.8483, -5.2034, 3.1558)
H (-4.5383, -4.8969, 1.3737)
H (-4.2240, -3.1277, -0.3319)
H (-2.2310, -1.6543, -0.2196)
H (2.4262, -2.7954, 2.8519)
H (3.1063, -2.7317, 5.2134)
H (1.7172, -1.5407, 6.8776)
H (-0.4119, -0.4901, 6.1767)
H (-1.1155, -0.5894, 3.8143)
H (3.3637, -4.7318, -1.5566)
H (5.3824, -5.8833, -0.7657)
H (6.7981, -4.8650, 0.9851)
H (6.1909, -2.6578, 1.9306)
H (4.1715, -1.4833, 1.1199)
H (-0.2940, -3.7968, -1.0003)
H (-1.1576, -5.1121, -2.9015)
H (0.0764, -5.1567, -5.0381)
H (2.1929, -3.8959, -5.2698)
H (3.0431, -2.5564, -3.3770)
S (0.8551, -0.1307, -2.9808)
C (1.5548, 1.3645, -2.6742)
N (1.8779, 1.7088, -1.4390)
C (2.2226, 3.0522, -1.3357)
C (2.4337, 3.7675, -0.1606)
C (2.7358, 5.1154, -0.2440)
C (2.8278, 5.7597, -1.4755)
C (2.5946, 5.0678, -2.6527)
C (2.2849, 3.7194, -2.5699)
S (1.8163, 2.6334, -3.8583)
H (2.3304, 3.2754, 0.7953)
H (2.8887, 5.6831, 0.6647)
H (3.0649, 6.8149, -1.5148)
H (2.6342, 5.5693, -3.6108)
Se (2.3251, 0.6459, 1.7417)
C (3.9275, 1.6543, 2.0888)
C (4.8928, 1.9798, 1.1459)
C (6.0307, 2.6499, 1.5758)
N (6.2530, 3.0056, 2.8363)
C (5.3142, 2.6977, 3.7303)
C (4.1452, 2.0292, 3.4124)
H (4.7703, 1.7254, 0.1014)
H (6.8120, 2.9152, 0.8704)
H (5.5161, 3.0012, 4.7524)
H (3.4045, 1.7893, 4.1642)
C (-3.9033, 3.9363, -2.2757)
C (-2.4930, 3.9000, -1.6892)
C (-2.1884, 5.2094, -0.9668)
C (-1.4405, 3.6432, -2.7618)
O (-2.4479, 2.8773, -0.6978)
Si (-2.1309, 1.2847, -0.6385)
O (-0.5686, 1.0568, -0.2560)
O (-3.1014, 0.6755, 0.5318)
C (-3.4006, 1.2246, 1.8276)
C (-2.1693, 1.8935, 2.4472)
C (-3.8603, 0.0553, 2.6928)
C (-4.5339, 2.2441, 1.6971)
O (-2.3051, 0.4105, -1.9939)
C (-3.3286, -0.1891, -2.7897)
C (-4.6949, -0.0856, -2.1185)
C (-2.9340, -1.6509, -2.9946)
C (-3.3359, 0.5064, -4.1502)
H (-3.9773, 4.6614, -3.0871)
H (-4.6202, 4.1977, -1.4955)
H (-4.1632, 2.9513, -2.6592)
H (-2.2552, 6.0481, -1.6613)
H (-1.1817, 5.1771, -0.5472)
H (-2.9004, 5.3630, -0.1545)
H (-1.4732, 4.4205, -3.5259)
H (-1.5997, 2.6705, -3.2323)
H (-0.4527, 3.6499, -2.2975)
H (-1.2927, 1.2532, 2.3327)
H (-2.3385, 2.0910, 3.5058)
H (-1.9581, 2.8359, 1.9382)
H (-3.0561, -0.6719, 2.8115)
H (-4.7066, -0.4502, 2.2248)
H (-4.1673, 0.4163, 3.6757)
H (-4.2266, 3.0374, 1.0188)
H (-4.7618, 2.6757, 2.6733)
H (-5.4339, 1.7687, 1.3023)
H (-4.6643, -0.5417, -1.1282)
H (-5.4451, -0.5916, -2.7274)
H (-4.9837, 0.9607, -1.9966)
H (-3.0746, -2.2262, -2.0787)
H (-1.8831, -1.6971, -3.2772)
H (-3.5357, -2.1063, -3.7830)
H (-3.6051, 1.5571, -4.0498)
H (-4.0619, 0.0304, -4.8108)
H (-2.3450, 0.4404, -4.6023)

Energy relative to the best compared isomer or geometry (same formula, charge and spin) (kJ/mol): 0.0
HOMO energy (alpha / beta) (eV): -7.2 / -7.7
Multiplicity: 2
<S²>: 0.754
Gap between HOMO and LUMO (alpha / beta) (eV): 7.39 / 7.81
E (eV): -199943.5736



Question: Which formula does entry 4 have?
Answer: C48H56N3O4P2S2SeSiTi